[1]
The following is a DFT calculation (wB97M-V/def2-TZVPD) of a cluster of 2 separate species, C5H13NOS2 in total.

```
22
Properties=species:S:1:pos:R:3:forces:R:3:mulliken_charge:R:1
O -0.12564 -3.80891 0.17794 -0.231 0.276 0.736 -0.629
C -0.48500 -3.39446 1.27602 0.038 -0.160 -0.545 0.675
N -1.75433 -2.94912 1.48923 -0.046 0.178 0.619 -0.174
C 0.42842 -3.33712 2.48214 0.482 -0.092 0.191 -1.060
C -2.73298 -2.94873 0.41945 -0.387 0.070 -0.178 -0.770
H -2.01546 -2.61135 2.41887 0.215 -0.279 -0.787 0.252
H 0.03607 -3.95782 3.30518 0.099 0.261 -0.294 0.308
H 1.42310 -3.71898 2.19683 -0.522 0.187 0.105 0.282
H 0.53992 -2.30145 2.84486 -0.095 -0.376 -0.118 0.304
H -3.68702 -2.55141 0.80490 0.442 -0.172 -0.144 0.318
H -2.90464 -3.97046 0.04101 0.113 0.408 0.106 0.247
H -2.40081 -2.31408 -0.41929 -0.105 -0.297 0.304 0.247
S -0.09094 3.65731 -2.29360 0.046 -0.046 0.008 -0.083
S 0.54149 3.76144 -0.35866 0.026 0.050 -0.033 -0.080
C 1.11774 2.53484 -3.02909 0.462 -0.471 -0.183 -0.707
C 1.80386 5.05047 -0.43978 0.421 0.524 -0.102 -0.727
H 0.83044 2.38497 -4.08341 0.070 0.113 0.397 0.271
H 1.11876 1.55528 -2.52207 -0.098 0.456 -0.183 0.277
H 2.13998 2.94797 -2.99831 -0.476 -0.074 -0.022 0.243
H 2.64903 4.76320 -1.08768 -0.375 0.018 0.303 0.248
H 1.38522 6.00188 -0.80879 0.085 -0.457 0.184 0.286
H 2.18279 5.20651 0.58426 -0.163 -0.118 -0.364 0.271
```
Positions in Å, forces in eV/Å.

Output
- Lowest unoccupied orbital energy: 0.6 eV
- Energy above the lowest of the compared OMol25 structures with the same formula, charge and spin: 0.000 eV
- SMILES: CNC(C)=O.CSSC
- Frontier orbital gap: 9.53 eV
- Net charge: 0



[2]
The following is a DFT calculation (wB97M-V/def2-TZVPD) of an isolated molecule of C5H13NS.

```
20
Properties=species:S:1:pos:R:3:forces:R:3:mulliken_charge:R:1
C 1.52481 2.15653 -0.10724 -1.143 -0.447 0.020 -1.358
C 0.70063 0.87764 0.09051 -0.555 -0.607 0.516 0.407
C -0.51743 0.87116 -0.83129 -0.030 -0.923 0.383 -0.785
C -1.59847 -0.19529 -0.50737 -0.473 0.331 -0.214 -0.831
S -1.88547 -0.87137 1.14824 0.159 0.152 -0.072 -0.107
C -0.90361 -2.38841 1.09162 0.483 0.700 0.812 -0.721
N 1.48977 -0.33945 -0.05088 0.745 -0.201 -0.486 -0.602
H 1.63953 2.32320 -1.17500 0.407 0.022 -0.134 0.280
H 2.46693 2.06522 0.40070 0.451 0.130 0.085 0.395
H 0.94726 2.99655 0.27932 0.147 0.148 0.119 0.352
H 0.28264 0.77820 1.10466 0.266 0.673 -0.043 0.309
H -0.99964 1.84373 -0.88958 0.224 0.185 0.055 0.365
H -0.15329 0.58363 -1.81674 0.001 0.400 -0.351 0.321
H -1.48839 -1.02113 -1.17505 0.362 -0.883 -0.269 0.341
H -2.57468 0.16974 -0.82112 -0.076 0.377 0.139 0.420
H 0.11589 -2.14512 0.80461 -0.039 -0.081 0.137 0.140
H -1.28210 -3.10998 0.40648 -0.546 -0.568 -0.454 0.301
H -0.91209 -2.77318 2.11913 0.020 -0.083 -0.335 0.309
H 1.42103 -0.96083 -0.84191 -0.308 0.439 -0.148 0.200
H 1.72666 -0.86083 0.77092 -0.095 0.235 0.242 0.264
```
Positions in Å, forces in eV/Å.

Output
- Lowest unoccupied orbital energy: 1.0 eV
- Energy above the lowest of the compared OMol25 structures with the same formula, charge and spin: 0.521 eV
- SMILES: CSCC[C@H](C)N
- Frontier orbital gap: 9.45 eV
- Net charge: 0



[3]
The following is a DFT calculation (wB97M-V/def2-TZVPD) of an isolated molecule of C5H13NS.

```
20
Properties=species:S:1:pos:R:3:forces:R:3:mulliken_charge:R:1
C -0.75504 -0.92729 -0.92777 -1.427 0.285 1.101 -0.789
C -1.84326 -1.23754 0.16739 0.793 -1.661 -1.859 -0.665
S -3.40537 -1.70852 -0.84082 0.858 0.339 2.036 -0.237
C -0.57638 0.58593 -0.88800 2.151 -0.525 -2.536 -0.696
N 0.16319 1.08178 0.27926 0.320 0.344 -0.360 -0.379
C 1.46872 0.41065 0.50636 -0.750 0.010 1.324 -0.289
C 2.52531 1.40042 1.01554 0.551 -1.412 -0.005 -1.349
H 0.17492 -1.46470 -0.76447 0.156 0.168 0.537 0.277
H -1.03234 -1.32048 -1.91784 -0.341 0.561 0.241 0.512
H -1.83034 -0.42264 0.89199 -0.822 0.013 -0.232 0.430
H -1.52576 -2.15244 0.66999 -0.387 0.040 0.154 0.367
H -3.95100 -2.38026 0.21181 -0.067 0.285 -0.596 0.131
H -1.48739 1.14465 -1.11105 -0.154 -0.169 0.639 0.390
H 0.04790 0.74747 -1.81212 -0.215 0.354 0.436 0.381
H 0.44924 2.01629 -0.00120 -0.428 0.183 0.324 0.252
H 1.74013 -0.21735 -0.33895 0.543 0.292 -0.263 0.330
H 1.35289 -0.26587 1.36259 -0.250 -0.281 -0.290 0.223
H 3.37427 0.79284 1.38585 -0.338 0.241 -0.042 0.381
H 2.13909 1.93673 1.89668 0.128 0.228 -0.679 0.332
H 2.97122 1.98034 0.21476 -0.319 0.703 0.070 0.397
```
Positions in Å, forces in eV/Å.

Output
- Lowest unoccupied orbital energy: 1.0 eV
- Energy above the lowest of the compared OMol25 structures with the same formula, charge and spin: 1.212 eV
- SMILES: CCNCCCS
- Frontier orbital gap: 9.90 eV
- Net charge: 0



[4]
The following is a DFT calculation (wB97M-V/def2-TZVPD) of an isolated molecule of C5H13NS.

```
20
Properties=species:S:1:pos:R:3:forces:R:3:mulliken_charge:R:1
C -0.14277 0.74546 0.06940 -0.401 1.399 0.541 -0.929
C 1.29896 1.28358 -0.28364 -1.485 0.282 1.275 -0.453
S 1.00773 2.39133 -1.70974 -1.089 -0.166 0.478 -0.251
C -0.26008 -0.25700 1.24130 -1.781 1.751 -0.609 -0.682
N 0.18703 -1.61000 0.89993 0.497 -1.328 1.176 -0.372
C -0.96024 -2.48222 1.23701 1.574 -2.359 2.699 -0.447
C -2.00760 -2.46624 0.20203 -2.659 2.571 1.012 -0.662
H -0.44390 0.30292 -0.82939 -0.771 -1.276 -1.266 0.460
H -1.01962 1.53562 0.22125 2.412 -0.857 -0.104 0.387
H 1.58620 1.75997 0.69068 0.644 -0.069 -1.283 0.317
H 1.94188 0.46305 -0.63686 -0.212 0.261 0.647 0.322
H 2.19158 2.86429 -1.98534 1.092 0.161 0.048 0.108
H 0.08907 0.25308 2.15945 0.417 -0.726 -0.153 0.350
H -1.43741 -0.20598 1.38835 2.312 -0.720 -0.010 0.305
H 1.01913 -2.04587 1.40233 -1.351 1.679 -0.650 0.278
H -0.64995 -3.59569 1.39477 -0.011 1.941 -0.087 0.309
H -1.33526 -2.10851 2.27344 0.202 -0.914 -1.601 0.280
H -2.97768 -2.46013 0.83083 1.007 -0.030 -1.404 0.207
H -1.87567 -1.36660 -0.17606 -0.939 -2.405 -0.529 0.124
H -2.09084 -3.32883 -0.47361 0.541 0.808 -0.181 0.348
```
Positions in Å, forces in eV/Å.

Output
- Lowest unoccupied orbital energy: 1.0 eV
- Energy above the lowest of the compared OMol25 structures with the same formula, charge and spin: 2.236 eV
- SMILES: CCNCCCS
- Frontier orbital gap: 10.02 eV
- Net charge: 0



[5]
The following is a DFT calculation (wB97M-V/def2-TZVPD) of an isolated molecule of C5H13NS.

```
20
Properties=species:S:1:pos:R:3:forces:R:3:mulliken_charge:R:1
C 0.39026 1.19247 0.48635 0.055 -0.319 0.259 -0.364
C 1.46273 0.50636 -0.32215 0.651 -0.855 -0.806 -0.826
S 2.75110 -0.40086 0.65342 -0.720 -0.050 -0.316 -0.214
C -0.56471 0.19299 1.12404 -1.241 -0.348 -0.181 -0.772
N -1.37990 -0.56563 0.12077 1.735 0.534 0.301 -0.316
C -1.99108 0.16669 -0.93112 -2.328 1.272 -0.643 -0.209
C -3.18558 -0.59724 -1.55257 0.659 0.548 -0.482 -1.402
H -0.18868 1.85295 -0.15341 -0.085 0.102 -0.208 0.280
H 0.82322 1.84052 1.24966 0.066 -0.133 0.097 0.379
H 1.03617 -0.26227 -0.96911 -0.300 -0.044 0.234 0.309
H 1.98644 1.10774 -1.06639 0.063 0.538 0.503 0.402
H 2.11874 -1.59165 0.53316 0.326 0.270 0.204 0.124
H -0.10630 -0.59113 1.72074 0.637 0.173 0.030 0.428
H -1.21908 0.72024 1.83903 -0.010 0.181 -0.273 0.322
H -2.06955 -1.08726 0.61542 -0.449 -0.403 0.242 0.225
H -2.43074 1.15322 -0.63293 0.174 -0.352 0.415 0.264
H -1.39110 0.50619 -1.77959 0.876 -0.678 0.270 0.263
H -3.39157 -0.07594 -2.49166 -0.211 -0.228 -0.028 0.385
H -2.91206 -1.62212 -1.79485 -0.039 -0.112 0.055 0.379
H -4.10881 -0.56826 -0.97766 0.143 -0.096 0.327 0.342
```
Positions in Å, forces in eV/Å.

Output
- Lowest unoccupied orbital energy: 1.0 eV
- Energy above the lowest of the compared OMol25 structures with the same formula, charge and spin: 0.639 eV
- SMILES: CCNCCCS
- Frontier orbital gap: 9.79 eV
- Net charge: 0



[6]
The following is a DFT calculation (wB97M-V/def2-TZVPD) of a structure of composition C5H13NS.

```
20
Properties=species:S:1:pos:R:3:forces:R:3:mulliken_charge:R:1
C 1.75473 1.28258 -0.56111 0.236 -3.555 3.838 -0.756
C 0.28363 1.62256 -0.49175 0.273 2.740 -3.110 -0.697
C -0.84988 0.59698 -0.30300 1.487 -0.952 -0.545 0.306
C -1.05603 -0.47625 -1.46098 0.482 -2.054 0.152 -0.660
C 0.47186 -1.45362 1.75589 0.688 0.054 1.421 -0.529
H 1.99635 0.33241 -1.15475 0.257 2.092 0.689 0.010
H 2.36143 2.14669 -0.72965 0.376 0.271 -0.545 0.391
H 1.97510 0.95887 0.59518 0.069 0.473 -2.652 0.147
H 0.25124 2.33618 0.37853 -0.543 -0.383 -1.124 0.326
H 0.19103 2.25498 -1.54957 -0.728 -1.301 2.544 0.239
H -1.72063 1.25746 -0.28091 -0.342 -0.548 0.403 0.219
H -1.81240 -1.40289 -1.27953 1.147 2.870 0.026 0.307
H -1.36956 0.09497 -2.38322 0.270 -0.677 0.914 0.296
H 1.30047 -0.68362 -1.78454 -5.081 -2.918 -0.457 0.281
H 0.35610 -2.32263 -1.08680 -0.923 4.230 -3.101 0.316
H 1.87389 -1.26575 2.11998 -4.543 -0.333 -1.223 0.216
H -0.27443 -1.70254 2.90794 2.925 -0.260 -3.832 0.248
H 0.42398 -2.09147 0.73683 0.059 0.765 3.204 0.012
N 0.15406 -1.33836 -1.89369 4.218 -0.464 3.218 -0.612
S -0.64105 0.00139 1.44575 -0.327 -0.050 0.178 -0.061
```
Positions in Å, forces in eV/Å.

Output
- Lowest unoccupied orbital energy: 0.5 eV
- Energy above the lowest of the compared OMol25 structures with the same formula, charge and spin: 7.140 eV
- Frontier orbital gap: 8.97 eV
- Net charge: 0



[7]
The following is a DFT calculation (wB97M-V/def2-TZVPD) of a cluster of 2 separate species, C5H13NS in total.

```
20
Properties=species:S:1:pos:R:3:forces:R:3:mulliken_charge:R:1
C -2.26822 0.11088 -0.35702 0.416 0.351 -0.240 -1.047
C -1.49529 0.15769 0.95324 -0.155 -0.143 0.075 -0.389
C -0.05841 -1.68258 1.61525 0.112 -0.192 -0.057 -0.092
N -0.25627 -0.64356 0.92162 -0.816 -0.470 -0.295 0.271
H -1.60796 0.28478 -1.20681 0.008 -0.060 0.006 0.418
H -2.78976 -0.83129 -0.50651 -0.045 -0.030 0.109 0.347
H -2.96993 0.94296 -0.36634 -0.173 -0.137 0.073 0.310
H -1.16117 1.16222 1.20921 -0.083 0.093 -0.158 0.306
H -2.12462 -0.22417 1.75712 0.194 0.023 0.159 0.343
H 0.89799 -2.18731 1.57159 -0.007 -0.040 -0.201 0.284
H -0.85385 -2.08579 2.23025 0.071 0.240 0.253 0.246
H 0.40374 -0.36866 0.17876 0.410 0.375 0.274 -0.063
C 2.16700 0.01646 -1.22027 0.061 -0.272 0.636 -0.969
C 1.33029 1.19845 -0.68651 0.514 -0.176 -0.770 -0.136
S 1.83170 2.72082 -1.50883 -0.212 0.079 0.101 -0.488
H 3.22082 0.24597 -1.07056 0.015 0.081 -0.194 0.292
H 1.96905 -0.14864 -2.27602 0.061 0.128 -0.066 0.224
H 2.02285 -0.96303 -0.70426 -0.181 0.080 -0.012 0.277
H 1.46653 1.30286 0.40076 -0.178 -0.112 0.080 0.217
H 0.27551 0.99194 -0.93467 -0.013 0.182 0.227 -0.352
```
Positions in Å, forces in eV/Å.

Output
- Lowest unoccupied orbital energy: -1.9 eV
- Energy above the lowest of the compared OMol25 structures with the same formula, charge and spin: 3.672 eV
- Frontier orbital gap: 3.66 eV
- Net charge: 0



[8]
The following is a DFT calculation (wB97M-V/def2-TZVPD) of the ion C5H13NS2 with charge +1.

```
21
Properties=species:S:1:pos:R:3:forces:R:3:lowdin_spin:R:1
C 1.46567 -0.59848 0.25236 -0.699 -0.755 -0.018 0.053
C 2.23630 -1.64759 -0.55198 1.014 0.522 0.350 0.009
S 4.00837 -1.77236 -0.12543 0.157 0.136 0.205 0.009
C 0.40190 0.07380 -0.63265 1.190 1.196 -1.904 0.055
N -0.20550 1.18973 0.04212 -0.452 -1.986 2.143 0.514
C -1.35094 0.88907 0.81207 -1.342 0.307 -0.745 0.094
C -2.64467 1.27304 -0.14037 -0.046 -0.257 0.420 0.108
S -3.73008 -0.13239 -0.41534 0.195 0.334 -0.276 0.084
H 2.14156 0.08247 0.76691 -0.193 0.323 -0.214 0.000
H 0.85688 -1.09935 0.98783 0.173 -0.266 0.780 0.001
H 2.15846 -1.51022 -1.61881 -0.197 0.084 -0.317 0.000
H 1.93142 -2.62998 -0.27436 -0.721 -0.698 -0.145 0.001
H 4.24702 -0.50601 0.25617 -0.110 -0.026 -0.201 0.001
H -0.31724 -0.59857 -1.10138 -0.289 -0.109 0.718 0.002
H 0.91687 0.49536 -1.49583 0.298 0.156 -0.144 0.013
H 0.44012 1.79926 0.52650 0.224 0.676 -0.489 0.015
H -1.59404 -0.16875 0.88519 0.974 -0.072 0.344 0.019
H -1.42361 1.41915 1.75515 0.171 0.107 -0.043 0.006
H -3.16787 2.11535 0.28955 0.017 0.176 0.208 0.010
H -2.18062 1.58504 -1.05870 -0.417 0.007 -0.656 0.000
H -4.18998 -0.25858 0.84099 0.054 0.147 -0.015 0.005
```
Positions in Å, forces in eV/Å.

Output
- Multiplicity: 2
- Lowest unoccupied orbital energy (spin up / spin down): -2.9 / -7.9 eV
- Energy above the lowest of the compared OMol25 structures with the same formula, charge and spin: 1.119 eV
- Frontier orbital gap (spin up / spin down): 9.24 / 4.23 eV
- Net charge: +1



[9]
The following is a DFT calculation (wB97M-V/def2-TZVPD) of a cluster of 2 separate species, C5H13NSi in total.

```
20
Properties=species:S:1:pos:R:3:forces:R:3:mulliken_charge:R:1
C -0.30924 -1.20252 0.56360 -0.456 -3.323 0.821 -0.172
C -1.86305 -1.21812 0.67253 0.422 -0.392 -3.272 -1.183
C -0.12459 -1.69038 -1.97521 -3.080 0.423 -0.358 -0.729
C -0.42136 3.17166 0.37965 5.718 0.278 0.508 -0.950
C 2.47233 0.74815 0.77672 -1.024 0.910 0.177 -0.882
N 0.22916 -1.01285 -0.79348 1.627 1.242 1.010 0.249
Si 0.76085 0.26631 0.18169 -1.652 1.749 0.057 -0.045
H 0.09895 -2.22314 1.07916 -0.579 2.303 -0.976 0.208
H -2.24188 -0.46540 -0.09638 0.123 -0.609 1.432 0.273
H -2.13254 -1.05995 1.65491 -0.784 1.069 2.069 0.386
H -2.41669 -2.18870 0.43472 1.266 0.848 -0.097 0.272
H -1.25941 -1.46050 -2.15492 1.737 0.233 -0.530 0.234
H 0.51631 -1.37359 -2.83938 -0.714 -0.858 0.786 0.258
H -0.31800 -2.74387 -1.73336 1.280 -0.314 -0.527 0.315
H -1.40284 2.99179 0.27452 -3.350 -0.566 -0.212 0.351
H 0.00987 3.39826 1.43305 -0.933 -0.405 -2.069 0.244
H 0.10699 3.69248 -0.50039 -0.893 -0.913 1.604 0.245
H 2.41158 0.93501 1.87910 0.133 0.174 -1.058 0.298
H 2.99668 -0.13840 0.60458 1.461 -1.395 -0.117 0.357
H 2.88690 1.57375 0.15891 -0.302 -0.455 0.750 0.272
```
Positions in Å, forces in eV/Å.

Output
- Lowest unoccupied orbital energy (spin up / spin down): 0.4 / 0.1 eV
- Energy above the lowest of the compared OMol25 structures with the same formula, charge and spin: 5.666 eV
- Frontier orbital gap (spin up / spin down): 7.24 / 7.95 eV
- Net charge: 0



[10]
The following is a DFT calculation (wB97M-V/def2-TZVPD) of a cluster of 2 separate species, C5H13NSi in total.

```
20
Properties=species:S:1:pos:R:3:forces:R:3:mulliken_charge:R:1
C 2.69148 0.03291 0.47873 1.284 0.202 0.029 0.055
C 1.82949 -0.17482 -0.46763 0.063 -0.020 -0.181 -0.654
C 4.08755 0.52752 0.04382 -1.386 -0.419 -0.345 -1.019
C -2.20341 -1.43789 -1.13157 -0.910 1.906 -1.448 -0.769
C -0.88226 1.23598 0.28252 -0.082 -0.578 0.073 -0.847
N -3.24102 -0.05516 1.37593 -0.366 1.521 0.187 -0.307
Si -1.94450 -0.33872 0.31669 2.180 -0.737 1.388 -0.097
H 2.63747 -0.03042 1.55903 -0.714 -0.454 -0.071 0.353
H 2.08476 0.09283 -1.49012 -0.645 -0.361 -0.282 0.281
H 3.98167 1.20753 -0.79016 0.142 -0.066 -0.445 0.337
H 4.74667 -0.30712 -0.20116 0.164 0.302 0.300 0.262
H 4.35628 1.13015 0.86445 1.321 0.549 0.952 0.344
H -2.74952 -2.29522 -0.76712 0.704 -0.805 -0.083 0.296
H -2.94726 -0.98140 -1.85705 0.920 -0.275 0.332 0.261
H -1.18284 -1.48943 -1.58796 -1.085 -0.802 0.237 0.241
H -1.35602 1.86494 -0.42806 -0.562 1.263 -0.619 0.353
H -0.92619 1.68250 1.28434 0.021 -0.009 -0.265 0.224
H 0.17354 1.16686 -0.03919 -0.781 -0.370 0.385 0.270
H -4.11730 -0.47977 1.54703 -0.535 -0.999 -0.221 0.197
H -3.35034 0.89593 1.69952 0.267 0.150 0.076 0.219
```
Positions in Å, forces in eV/Å.

Output
- Lowest unoccupied orbital energy (spin up / spin down): 0.7 / -0.2 eV
- Energy above the lowest of the compared OMol25 structures with the same formula, charge and spin: 5.065 eV
- Frontier orbital gap (spin up / spin down): 9.48 / 5.14 eV
- Net charge: 0